2 unconnected molecules or ions with the total composition C3H5N3O6P in a non-equilibrium geometry. Source: OMol25; level of theory: ωB97M-V/def2-TZVPD.

Its highest occupied orbital energy (spin up / spin down) is -15.714 / -14.672 eV. Its charge is +1. As for the relative energy (zero: lowest compared OMol25 entry of this formula, charge and spin): 5.417 eV.

Each line ends with the Löwdin charge.
CARTESIAN COORDINATES (ANGSTROEM)
C: 1.20522 -0.36674 2.51647  -0.51
C: 1.32734 -0.24259 0.10747  -0.44
C: -0.79922 -0.91602 1.25400  -0.37
N: 1.89033 -0.20287 1.31497  0.26
N: -0.06335 -0.81113 2.39942  0.26
N: -0.03910 -0.69825 0.04396  0.00
O: 1.77126 -0.08050 3.48096  0.23
O: 1.74550 0.06545 -1.01147  0.04
O: -2.00397 -0.89916 1.07246  0.12
O: -2.03801 -0.88342 -1.62727  -0.07
O: 0.15279 -1.67167 -2.37542  -0.09
O: -0.01171 2.37287 -1.50267  0.00
P: -0.51917 -0.55006 -1.51659  0.90
H: 2.87537 -0.04034 1.47972  0.20
H: -0.57158 -0.98216 3.25883  0.20
H: -2.48535 -0.72062 -0.75009  0.11
H: 1.05774 -1.59513 -2.84066  0.18
H: 0.86885 2.32953 -1.12955  -0.01

A single C5H10N2 molecule in a non-equilibrium geometry. Source: OMol25; level of theory: ωB97M-V/def2-TZVPD.

Its highest occupied orbital energy (spin up / spin down) is -7.807 / -7.814 eV. As for the relative energy (zero: lowest compared OMol25 entry of this formula, charge and spin): 4.487 eV.

Each line ends with the Löwdin charge.
CARTESIAN COORDINATES (ANGSTROEM)
C: -2.47960 0.53049 -0.13961  -0.14
C: 0.28161 -1.93319 0.03016  -0.07
C: 0.55309 -0.50342 0.29073  -0.16
N: 2.39191 1.05765 0.44976  0.05
C: -0.17541 0.77687 0.20754  -0.30
C: 1.35257 0.48783 -0.35017  -0.26
N: -1.13757 0.42883 -0.66022  -0.01
H: 3.14264 0.40537 0.62709  0.08
H: 2.76093 1.91172 0.05392  0.08
H: -0.24789 1.56170 0.96515  0.14
H: 1.42067 0.62670 -1.43323  0.13
H: -2.70824 -0.31553 0.52520  0.08
H: -2.63931 1.45354 0.44033  0.08
H: -3.19225 0.48842 -0.96452  0.07
H: 0.58030 -2.24656 -0.97554  0.08
H: -0.76297 -2.20235 0.18724  0.07
H: 0.85954 -2.52807 0.74618  0.08

A single C20H22N4O4S molecule in a non-equilibrium geometry. Source: OMol25; level of theory: ωB97M-V/def2-TZVPD.

As for the structure (SMILES): Cc1ccc(CNC(=O)C2CCN(S(=O)(=O)c3cccc4nonc34)CC2)cc1. Its highest occupied orbital energy is -9.108 eV. As for the relative energy (zero: lowest compared OMol25 entry of this formula, charge and spin): 3.960 eV.

Each line ends with the Löwdin charge.
CARTESIAN COORDINATES (ANGSTROEM)
C: -5.43840 -0.68428 -4.05649  -0.05
C: -4.40784 -0.48906 -2.98723  -0.28
C: -3.20890 -1.19215 -3.01497  -0.04
C: -2.26955 -1.02952 -2.01503  -0.03
C: -2.50510 -0.15591 -0.96023  -0.21
C: -3.69794 0.55179 -0.93124  -0.04
C: -4.63897 0.38281 -1.93098  -0.05
H: -5.56515 0.93814 -1.89222  0.11
H: -3.89550 1.23682 -0.11880  0.11
C: -1.45601 0.03097 0.10350  -0.12
N: -0.24820 0.60474 -0.45780  0.10
C: 0.92899 -0.04843 -0.48386  -0.45
O: 1.06626 -1.14952 0.01652  0.06
C: 2.06844 0.65750 -1.22526  -0.21
C: 2.02621 2.18506 -1.13104  -0.13
C: 2.01473 2.61589 0.34251  -0.18
N: 2.67307 1.61070 1.13751  -0.25
S: 2.30427 1.39922 2.72351  0.68
O: 3.50453 1.29038 3.49565  -0.25
O: 1.33460 2.40055 3.06990  -0.28
C: 1.46528 -0.18400 2.79401  -0.19
C: 0.15655 -0.23837 3.15921  -0.04
C: -0.56078 -1.46024 3.23844  -0.06
C: 0.02463 -2.65735 2.95466  0.01
C: 1.38091 -2.63739 2.57541  -0.22
N: 2.21466 -3.60025 2.23526  0.15
O: 3.36915 -3.01085 1.96195  -0.03
N: 3.33986 -1.68863 2.10891  0.15
C: 2.11491 -1.39259 2.49321  -0.23
H: -0.50662 -3.59361 3.00250  0.12
H: -1.59978 -1.42334 3.52981  0.11
H: -0.33738 0.69202 3.39406  0.11
C: 3.83226 0.99677 0.54595  -0.17
C: 3.41689 0.16132 -0.67954  -0.11
H: 3.30844 -0.88652 -0.40098  0.10
H: 4.18478 0.23342 -1.44959  0.12
H: 4.54712 1.77788 0.25585  0.13
H: 4.29143 0.37365 1.31174  0.10
H: 2.51734 3.58767 0.45551  0.13
H: 1.00272 2.71856 0.73631  0.11
H: 1.17418 2.61353 -1.66127  0.11
H: 2.92615 2.56763 -1.61641  0.12
H: 1.97421 0.35109 -2.27429  0.16
H: -0.35590 1.47732 -0.94665  0.14
H: -1.82927 0.68166 0.90120  0.12
H: -1.16658 -0.93231 0.53318  0.12
H: -1.34264 -1.58401 -2.04360  0.12
H: -3.01163 -1.87609 -3.82786  0.11
H: -4.97783 -1.00832 -4.98660  0.08
H: -6.15161 -1.44958 -3.74854  0.08
H: -5.99099 0.23524 -4.23576  0.08

A gas-phase ion, C15H16F3IN3O3S (charge +1). Source: OMol25; level of theory: ωB97M-V/def2-TZVPD.

As for the structure (SMILES): O=S(=O)(c1cc(I)n[nH+]c1CCCNCc1ccccc1O)C(F)(F)F. Its highest occupied orbital energy is -10.997 eV. Its charge is +1.

Each line ends with the Löwdin charge.
CARTESIAN COORDINATES (ANGSTROEM)
O: 4.24467 -1.83128 1.16782  -0.23
S: 5.01212 -0.69255 0.78720  0.79
O: 5.68442 0.14139 1.72799  -0.21
C: 3.98259 0.40216 -0.20121  -0.13
C: 4.50015 1.10654 -1.25978  -0.03
C: 3.66413 2.01464 -1.95362  -0.77
I: 4.36854 3.09574 -3.54889  1.06
N: 2.41726 2.20689 -1.60732  0.09
N: 1.97715 1.50715 -0.57043  0.12
C: 2.63007 0.61433 0.16630  -0.13
C: 1.92097 -0.01380 1.32470  -0.10
C: 0.39236 0.11174 1.32820  -0.16
C: -0.29965 -0.53157 0.11821  -0.23
N: -1.62639 0.01285 -0.14858  -0.06
C: -2.72542 -0.92145 0.13175  -0.16
C: -4.08803 -0.29751 0.01912  -0.15
C: -4.32358 1.06767 0.09993  -0.04
C: -5.60078 1.58321 -0.02589  -0.08
C: -6.66378 0.73714 -0.23689  -0.08
C: -6.45233 -0.62681 -0.31166  0.00
C: -5.17523 -1.13186 -0.17527  -0.28
O: -4.97762 -2.49506 -0.30250  0.03
C: 6.30336 -1.36883 -0.39286  -0.64
F: 7.02859 -0.38708 -0.95444  0.14
F: 5.71378 -2.08497 -1.35096  0.17
F: 7.07860 -2.12756 0.37812  0.18
H: 5.52336 1.00120 -1.57573  0.11
H: 1.00345 1.69034 -0.34886  0.17
H: 2.21238 -1.06052 1.38316  0.12
H: 2.32726 0.47223 2.21847  0.16
H: 0.04814 -0.41150 2.21831  0.13
H: 0.09795 1.16023 1.43362  0.12
H: 0.30730 -0.41239 -0.78538  0.11
H: -0.37549 -1.60798 0.27844  0.13
H: -1.76123 0.84642 0.40762  0.08
H: -2.66254 -1.72990 -0.59627  0.13
H: -2.60270 -1.36596 1.13027  0.13
H: -3.50117 1.75280 0.25199  0.10
H: -5.75938 2.65105 0.02808  0.11
H: -7.66334 1.13316 -0.34870  0.11
H: -7.26910 -1.31639 -0.47527  0.12
H: -4.91084 -2.89391 0.57122  0.12

A single C28H42N2O4 molecule. Source: OMol25; level of theory: ωB97M-V/def2-TZVPD.

As for the structure (SMILES): CCO[C@H]1OC(C(=O)N2CCN(Cc3ccccc3)CC2)=C[C@@H](C2CCCCC2)[C@@H]1CCCO. Its highest occupied orbital energy is -8.661 eV. As for the relative energy (zero: lowest compared OMol25 entry of this formula, charge and spin): 0.000 eV.

Each line ends with the Löwdin charge.
CARTESIAN COORDINATES (ANGSTROEM)
C: -2.02176 3.57693 -1.52173  -0.06
C: -0.96198 2.74047 -0.82655  -0.24
H: -1.37048 2.28383 0.08436  0.12
O: -0.53972 1.72810 -1.72488  -0.08
C: 0.46093 0.89491 -1.23241  -0.32
C: 0.87598 -0.09197 -2.33436  -0.19
C: 2.10010 -0.89117 -1.87270  -0.15
C: 2.86944 -1.51782 -3.03368  -0.18
C: 3.99455 -2.42330 -2.52769  -0.28
O: 3.52628 -3.49635 -1.74750  -0.07
H: 2.89210 -4.00267 -2.26785  0.09
H: 4.66458 -1.86163 -1.87275  0.12
H: 4.57797 -2.79755 -3.38238  0.11
H: 2.19293 -2.10764 -3.65768  0.11
H: 3.30245 -0.73590 -3.65975  0.12
H: 1.78414 -1.67902 -1.18529  0.12
H: 2.77861 -0.23269 -1.32451  0.13
H: 1.14812 0.51329 -3.20251  0.15
C: -0.30884 -1.01267 -2.68113  -0.21
C: -1.01765 -1.38995 -1.41813  0.04
C: -0.79712 -0.81503 -0.23796  -0.15
O: 0.06816 0.24111 -0.04955  -0.01
C: -1.57415 -1.26134 0.96257  -0.38
O: -2.73674 -1.61245 0.82246  0.06
N: -0.96297 -1.29347 2.16454  -0.04
C: 0.40157 -0.95701 2.48590  -0.11
H: 0.83645 -1.79546 3.04268  0.13
C: 0.41951 0.28628 3.37498  -0.15
N: -0.34522 0.02765 4.58217  -0.17
C: -1.71851 -0.29933 4.24564  -0.16
C: -1.74589 -1.54149 3.35576  -0.11
H: -1.31458 -2.38921 3.89748  0.13
H: -2.76560 -1.77928 3.05011  0.12
H: -2.21896 0.53295 3.71733  0.13
H: -2.26744 -0.50170 5.16839  0.12
C: -0.25308 1.12783 5.52609  -0.16
C: 1.14346 1.26330 6.06998  -0.23
C: 1.83216 0.13097 6.48877  -0.04
C: 3.11098 0.23790 7.00266  -0.08
C: 3.71525 1.47998 7.11083  -0.10
C: 3.03536 2.61200 6.69756  -0.09
C: 1.75725 2.50301 6.17619  -0.05
H: 1.23171 3.39039 5.85152  0.11
H: 3.50174 3.58322 6.77745  0.10
H: 4.71335 1.56470 7.51480  0.10
H: 3.63874 -0.64852 7.32330  0.10
H: 1.35334 -0.83192 6.39741  0.11
H: -0.57559 2.08417 5.07507  0.13
H: -0.93282 0.90649 6.35665  0.13
H: 0.00740 1.13931 2.80540  0.13
H: 1.44714 0.52245 3.65866  0.13
H: 0.98283 -0.78540 1.58439  0.12
H: -1.72168 -2.20459 -1.45083  0.13
H: 0.08404 -1.94043 -3.11569  0.14
C: -1.24500 -0.38135 -3.74149  -0.28
C: -2.63522 -1.02006 -3.75975  -0.16
C: -3.51916 -0.34860 -4.80795  -0.20
C: -2.89176 -0.44275 -6.19432  -0.21
C: -1.50032 0.18026 -6.18153  -0.20
C: -0.62457 -0.50256 -5.13567  -0.16
H: -0.52092 -1.56082 -5.39264  0.12
H: 0.37289 -0.05820 -5.15002  0.11
H: -1.03979 0.08927 -7.16818  0.11
H: -1.58085 1.24370 -5.94561  0.12
H: -2.81642 -1.49224 -6.48902  0.11
H: -3.52308 0.06535 -6.92653  0.11
H: -4.50497 -0.81861 -4.81230  0.11
H: -3.65150 0.70316 -4.54385  0.11
H: -2.54780 -2.08591 -3.98625  0.13
H: -3.10347 -0.91716 -2.78042  0.12
H: -1.36030 0.67586 -3.49383  0.14
H: 1.32935 1.50418 -0.91256  0.17
H: -0.09500 3.35820 -0.54361  0.13
H: -1.61256 4.01633 -2.42742  0.08
H: -2.86635 2.94858 -1.79040  0.08
H: -2.36102 4.36907 -0.86026  0.08